ORCA calculation (ωB97M-V/def2-TZVPD) on a cluster of 2 separate species, C7H17NO in total.

The geometry in XYZ format:
```
26
Properties=species:S:1:pos:R:3:forces:R:3
C -1.373699 -0.657406 -0.755639 0.8 -0.5 -0.1
C -0.330164 1.195994 -0.736856 -0.6 -0.3 -1.1
C -0.334447 -0.079056 -1.618924 -1.0 0.7 0.2
C -2.793857 -0.640555 -1.222435 0.1 0.9 0.4
C 0.866078 2.052698 -1.105456 0.3 0.1 0.5
N -1.072433 -1.465197 0.250750 0.4 -0.4 0.4
H -1.236496 1.787727 -0.920647 0.1 -0.2 -0.2
H -0.111688 -1.454212 0.635532 -0.6 0.0 -0.1
H -1.793931 -1.705984 0.915870 0.1 0.0 -0.1
H -0.672157 0.033867 -2.666256 0.3 -0.2 0.0
H 0.615557 -0.610790 -1.544430 0.0 0.1 0.0
H -3.062650 0.391726 -1.452794 -0.1 0.0 -0.1
H -2.883724 -1.211202 -2.147899 0.2 -0.1 0.0
H -3.494269 -1.028211 -0.484048 0.0 0.0 0.0
H 0.884733 2.961360 -0.497706 0.2 0.0 0.0
H 0.874619 2.380242 -2.163870 -0.1 -0.2 0.1
H 1.819577 1.531523 -0.952735 0.0 0.1 0.0
C 2.359670 -0.823885 1.069509 -0.3 -0.1 0.1
C 0.740462 -0.010353 2.592425 0.2 -0.2 -0.2
O 1.209021 -1.140799 1.848955 0.2 0.1 0.1
H 2.618128 -1.719939 0.505331 0.0 0.0 0.0
H 3.198870 -0.547695 1.718492 -0.1 0.0 -0.1
H 2.121118 -0.013510 0.374130 0.2 0.0 0.1
H -0.090831 -0.360096 3.205151 0.0 0.1 -0.1
H 0.409637 0.773868 1.900024 0.0 0.0 0.1
H 1.532876 0.359884 3.253526 0.0 0.0 -0.1
```
Positions in Å, forces in eV/Å.

Results
- Calculated total energy: -406.758654 hartree
- HOMO-LUMO gap: 0.2523 Eh
- Maximum force: 0.025 Eh/bohr
- Molar mass: 131.22 g mol⁻¹
- Spin multiplicity: 1
- HOMO: -5.959 eV
- Energy relative to the best compared isomer or geometry (same formula, charge and spin): 450.74 kJ/mol

Atomic partial charges in e from the Löwdin method, atoms 1 to 4: atom 1 (C): -0.363, atom 2 (C): -0.268, atom 3 (C): -0.208, atom 4 (C): -0.014